Entry 1:
Entry from the OMol25 dataset: C19H24BF4IrN6S3 as an isolated structure at a distorted geometry (wB97M-V/def2-TZVPD).

Values from the calculation:
HOMO-LUMO gap (spin up / spin down) ... 7.48 / 4.74 eV
Expectation value of S² ... 0.771
F_max ... 3.4 eV Å⁻¹
Relative energy (zero: lowest compared OMol25 entry of this formula, charge and spin) ... 12.25 kJ/mol
LUMO energy (spin up / spin down) ... -0.11826 / -0.21833 Ha
Charge ... +1
E_HOMO (spin up / spin down) ... -10.69 / -10.68 eV
Multiplicity ... 2
E_tot ... -75925.60167 eV

Geometry (Å):
1 Ir -0.21 -0.23 0.04
2 C -3.11 -0.73 -0.92
3 N -2.39 0.12 0.08
4 C -2.58 1.54 -0.31
5 C -1.60 2.40 0.44
6 N -0.22 2.06 0.02
7 C 0.75 2.62 1.01
8 C 0.08 2.56 -1.32
9 C 0.42 3.88 -1.51
10 C 0.73 4.36 -2.78
11 C 0.72 3.52 -3.88
12 C 0.35 2.20 -3.72
13 C 0.04 1.70 -2.44
14 S -0.28 0.03 -2.30
15 C -2.95 -0.14 1.43
16 C -4.33 -0.21 1.59
17 C -4.88 -0.46 2.84
18 C -4.04 -0.65 3.93
19 C -2.67 -0.58 3.77
20 C -2.10 -0.32 2.52
21 S -0.36 -0.24 2.38
22 H -4.08 -0.27 -1.15
23 H -3.28 -1.72 -0.52
24 H -2.54 -0.80 -1.84
25 H -3.60 1.86 -0.09
26 H -2.43 1.61 -1.38
27 H -1.67 2.24 1.51
28 H -1.81 3.45 0.24
29 H 0.47 3.65 1.27
30 H 1.74 2.60 0.60
31 H 0.71 2.01 1.91
32 H 0.45 4.56 -0.67
33 H 0.99 5.40 -2.90
34 H 0.99 3.89 -4.86
35 H 0.32 1.52 -4.56
36 H -4.99 -0.05 0.75
37 H -5.95 -0.50 2.95
38 H -4.45 -0.86 4.91
39 H -2.01 -0.72 4.62
40 C 4.19 -3.18 -0.17
41 C 2.77 -3.56 -0.06
42 N 2.26 -4.75 -0.10
43 N 0.91 -4.57 0.00
44 C 0.56 -3.29 0.09
45 S -0.93 -2.51 0.13
46 N 1.74 -2.64 0.07
47 N 1.80 -1.25 0.13
48 H 4.79 -4.08 -0.32
49 H 4.52 -2.68 0.74
50 H 4.35 -2.49 -1.00
51 H 0.29 -5.37 0.00
52 H 2.24 -0.93 0.99
53 H 2.38 -0.88 -0.63
54 F 2.18 0.99 -0.76
55 B 3.55 0.95 -0.29
56 F 4.17 2.13 -0.58
57 F 4.12 -0.16 -0.94
58 F 3.46 0.68 1.09


Entry 2:
Entry from the OMol25 dataset: C19H24BeN4O3 as an isolated structure at a distorted geometry (wB97M-V/def2-TZVPD).

Values from the calculation:
HOMO-LUMO gap (spin up / spin down) ... 6.93 / 6.93 eV
F_max ... 4.6 eV Å⁻¹
Relative energy (zero: lowest compared OMol25 entry of this formula, charge and spin) ... 0.00 kJ/mol
LUMO energy (spin up / spin down) ... 0.00473 / 0.00474 Ha
Charge ... 0
E_HOMO (spin up / spin down) ... -6.80 / -6.81 eV
Multiplicity ... 1
E_tot ... -32598.45483 eV

Geometry (Å):
1 Be 8.99 8.88 6.59
2 C 13.55 8.45 5.02
3 O 12.71 7.40 5.48
4 C 12.51 7.54 6.84
5 C 13.47 7.12 7.81
6 C 13.23 7.27 9.17
7 C 12.01 7.71 9.65
8 C 11.02 8.06 8.71
9 C 9.91 8.77 9.16
10 N 9.08 9.31 8.25
11 N 8.48 10.42 8.54
12 C 8.26 11.04 7.37
13 O 8.44 10.43 6.26
14 C 7.71 12.37 7.56
15 C 7.42 13.08 6.40
16 C 6.46 14.12 6.51
17 C 5.75 14.29 7.69
18 C 6.25 13.77 8.90
19 C 7.24 12.79 8.85
20 C 11.27 7.98 7.30
21 O 10.34 8.25 6.46
22 H 13.76 8.31 3.97
23 H 13.08 9.43 5.14
24 H 14.49 8.44 5.59
25 H 14.43 6.70 7.52
26 H 14.03 7.05 9.80
27 H 11.84 7.94 10.71
28 H 9.72 8.83 10.25
29 H 7.87 12.71 5.48
30 H 6.14 14.71 5.65
31 H 4.84 14.87 7.64
32 H 5.87 14.07 9.88
33 H 7.56 12.29 9.75
34 N 5.10 8.37 5.39
35 C 4.14 7.69 6.31
36 C 4.90 6.79 7.27
37 C 6.13 6.09 6.70
38 C 7.45 6.88 6.93
39 N 7.72 7.92 5.90
40 H 4.66 9.25 5.09
41 H 5.16 7.84 4.50
42 H 3.38 7.17 5.71
43 H 3.65 8.46 6.94
44 H 4.19 6.04 7.71
45 H 5.12 7.34 8.19
46 H 6.03 5.80 5.64
47 H 6.25 5.13 7.25
48 H 8.31 6.23 6.88
49 H 7.44 7.41 7.86
50 H 6.83 8.44 5.82
51 H 7.79 7.47 4.97


Entry 3:
Entry from the OMol25 dataset: a 5-piece molecular cluster, C19H24Br2N5O3 overall at a distorted geometry (wB97M-V/def2-TZVPD).

Values from the calculation:
HOMO-LUMO gap ... 6.93 eV
F_max ... 10.1 eV Å⁻¹
LUMO energy ... -0.17475 Ha
Charge ... +1
E_HOMO ... -11.69 eV
Multiplicity ... 1
E_tot ... -173748.52313 eV

Geometry (Å):
1 C -1.62 2.23 0.20
2 C -2.67 1.55 1.31
3 Br -3.81 2.80 2.41
4 C -2.79 0.07 1.51
5 Br -4.16 -0.49 2.91
6 C -1.88 -1.04 0.71
7 C -1.08 -2.18 1.61
8 N -0.19 -3.24 0.94
9 C 0.06 -3.35 -0.55
10 C -0.68 -2.27 -1.54
11 C -0.39 -2.36 -3.18
12 C 1.17 -1.80 -3.36
13 C 1.54 -0.61 -2.27
14 O 2.22 -0.87 -1.15
15 O 1.08 0.77 -2.53
16 C -1.67 -1.12 -0.92
17 O -2.33 -0.17 -1.83
18 H -1.24 3.29 0.51
19 H -0.76 1.49 -0.12
20 H -2.28 2.39 -0.78
21 H -1.14 -2.24 2.78
22 H 0.28 -3.97 1.56
23 H 0.75 -4.16 -1.04
24 H -1.09 -1.58 -3.73
25 H -0.52 -3.46 -3.56
26 H 1.35 -1.39 -4.45
27 H 1.86 -2.72 -3.08
28 H 1.94 1.29 -2.73
29 H -3.30 -0.38 -1.95
30 C -3.79 2.73 -3.80
31 C -4.00 3.50 -2.51
32 N -4.18 4.14 -1.44
33 H -4.55 3.03 -4.54
34 H -2.80 2.95 -4.21
35 H -3.87 1.66 -3.61
36 C -0.89 3.13 4.97
37 C -0.32 3.62 6.29
38 N 0.16 4.03 7.38
39 H -0.30 3.52 4.14
40 H -0.87 2.04 4.94
41 H -1.92 3.47 4.86
42 C 3.67 1.82 6.37
43 C 2.54 1.02 5.73
44 N 1.61 0.36 5.20
45 H 3.91 2.69 5.74
46 H 3.36 2.17 7.35
47 H 4.56 1.19 6.47
48 C 5.33 -3.89 -4.32
49 C 3.90 -4.00 -4.83
50 N 2.72 -4.09 -5.25
51 H 6.03 -4.08 -5.14
52 H 5.51 -2.89 -3.92
53 H 5.51 -4.62 -3.53


- Which formula does entry 2 have?
  C19H24BeN4O3


- Which of these has the highest multiplicity?
  C19H24BF4IrN6S3